{
  "formula": "C17H43HfN2O13",
  "method": "ωB97M-V with the def2-TZVPD basis set",
  "e_homo_ev": -15.5,
  "e_lumo_ev": -14.3,
  "max_force_ev_per_a": 6.03,
  "total_charge": 3,
  "homo_lumo_gap_ev": 1.2320,
  "elements": ["Hf", "N", "O", "O", "O", "C", "N", "O", "O", "H", "H", "H", "C", "O", "C", "C", "O", "C", "H", "H", "H", "H", "H", "H", "H", "H", "H", "H", "C", "O", "C", "C", "O", "C", "H", "H", "H", "H", "H", "H", "H", "H", "H", "H", "C", "O", "C", "C", "O", "C", "H", "H", "H", "H", "H", "H", "H", "H", "H", "H", "C", "O", "C", "C", "O", "C", "H", "H", "H", "H", "H", "H", "H", "H", "H", "H"],
  "xyz": [[1.9670, -3.0697, -0.3511], [-1.0513, -0.5561, -0.8329], [-0.0362, -0.6914, -1.4952], [-1.5978, 0.4276, -0.6160], [-1.0382, -1.4951, -0.0330], [-1.9414, 4.2967, 1.6391], [-2.6437, 5.3131, 2.4525], [-3.8743, 5.2657, 2.4288], [-2.0564, 6.0262, 3.1763], [-2.7245, 3.6323, 1.2738], [-1.2271, 3.7081, 2.2148], [-1.3381, 4.7953, 0.8804], [3.1178, -7.1671, -1.0979], [1.9030, -6.4820, -1.1221], [0.7489, -7.2962, -1.4890], [-0.4914, -6.4536, -1.2905], [-0.2407, -5.1053, -1.7575], [-1.2021, -4.6767, -2.7778], [3.3282, -7.5123, -2.1101], [2.9978, -7.9705, -0.3711], [3.9851, -6.5404, -0.8904], [0.7712, -8.1981, -0.8772], [0.8298, -7.7063, -2.4957], [-1.0081, -6.4265, -0.3311], [-1.3131, -6.8244, -1.9032], [-1.4862, -5.2729, -3.6449], [-1.0000, -3.7172, -3.2540], [-2.1305, -4.4240, -2.2656], [-6.0214, 0.6521, 2.5955], [-6.0130, -0.5534, 3.3667], [-4.7251, -0.8444, 3.8888], [-4.7516, -1.9643, 4.9038], [-5.3742, -1.5794, 6.0809], [-5.1065, -2.4677, 7.1739], [-7.0085, 0.7388, 2.1415], [-5.2128, 0.7171, 1.8675], [-5.9809, 1.5476, 3.2156], [-4.3103, 0.0354, 4.3806], [-4.0819, -1.2036, 3.0855], [-3.7069, -2.2372, 5.0535], [-5.2208, -2.8267, 4.4302], [-5.5794, -2.0402, 8.0580], [-4.0595, -2.6756, 7.3944], [-5.5999, -3.4267, 7.0161], [4.7944, 4.6166, -4.9095], [4.5785, 5.9968, -5.0074], [3.2373, 6.4723, -4.7225], [2.0658, 5.7486, -5.3768], [1.7941, 4.4630, -4.8855], [1.3312, 4.3984, -3.5921], [5.8836, 4.5876, -4.9383], [4.3297, 3.9490, -5.6351], [4.5741, 4.3305, -3.8810], [3.2195, 7.4426, -5.2189], [3.1799, 6.7513, -3.6704], [2.2834, 5.6409, -6.4394], [1.1792, 6.3827, -5.3782], [0.9885, 3.3795, -3.4119], [0.5708, 5.1711, -3.4795], [2.0769, 4.7083, -2.8600], [4.1137, 0.6329, -1.5394], [3.4327, 0.0486, -0.3916], [3.2978, 1.1268, 0.5845], [3.0191, 0.4517, 1.9648], [1.8990, -0.4015, 1.8130], [1.0853, -0.2329, 3.0169], [3.4684, 1.3844, -1.9941], [4.3329, -0.1357, -2.2806], [5.0735, 1.1294, -1.3962], [2.4002, 1.7140, 0.3904], [4.1913, 1.7507, 0.6066], [2.8216, 1.3600, 2.5341], [3.8488, -0.1355, 2.3584], [0.5104, 0.6932, 3.0139], [1.6812, -0.2566, 3.9292], [0.2417, -0.9197, 3.0850]],
  "lowdin_charge": [1.87, -0.64, -0.01, 0.18, -0.02, 0.03, -0.46, 0.07, 0.13, 0.09, 0.09, 0.10, -0.11, -0.28, -0.14, -0.17, -0.29, -0.07, 0.10, 0.10, 0.09, 0.14, 0.14, 0.13, 0.13, 0.10, 0.08, 0.09, -0.03, -0.05, -0.16, -0.20, -0.05, -0.02, 0.11, 0.10, 0.12, 0.15, 0.15, 0.14, 0.16, 0.11, 0.11, 0.12, -0.06, -0.06, -0.12, -0.14, -0.10, -0.07, 0.11, 0.12, 0.10, 0.14, 0.15, 0.15, 0.16, 0.11, 0.12, 0.10, -0.09, -0.27, -0.15, -0.20, -0.26, -0.07, 0.08, 0.09, 0.10, 0.13, 0.13, 0.13, 0.14, 0.09, 0.10, 0.08]
}